Below is a single C5H5NO molecule in a non-equilibrium geometry, with properties calculated with ωB97M-V/def2-TZVPD.

The charge is 0. Its structure (SMILES) is C=C=C[C@@H]1NC1=O.

Each line ends with the Mulliken charge.
Positions of all 12 atoms, in Å:
H  -1.933  1.661  -2.144  0.24
O  2.589  0.324  0.205  -0.53
N  0.916  -0.596  1.578  -0.45
C  1.474  0.076  0.576  0.42
C  0.373  -1.105  0.370  -0.02
H  -0.626  2.508  -1.131  0.25
H  -1.801  -1.215  0.209  0.34
H  0.691  -2.101  0.094  0.40
H  1.503  -1.073  2.258  0.28
C  -1.206  1.614  -1.338  -0.65
C  -0.922  -0.630  -0.050  -0.44
C  -1.059  0.537  -0.627  0.16

---

Below is a single C2H7N3O3S molecule in a non-equilibrium geometry, with properties calculated with ωB97M-V/def2-TZVPD.

The charge is 0. Its structure (SMILES) is CN(C(N)=O)S(N)(=O)=O.

Each line ends with the Mulliken charge.
Positions of all 16 atoms, in Å:
H  -1.259  -1.133  2.040  0.22
C  0.138  1.579  -0.755  -0.91
H  0.155  -2.180  -0.841  0.33
H  0.432  1.872  0.257  0.34
O  2.372  0.038  -0.091  -0.46
H  1.021  1.697  -1.310  0.37
H  -0.808  2.027  -1.240  0.32
S  -1.351  -0.477  -0.151  1.23
N  -0.079  0.168  -0.883  -0.28
O  -2.459  0.370  -0.368  -0.66
N  -1.116  -0.383  1.495  -0.50
N  1.231  -1.938  -0.610  -0.30
O  -1.424  -1.879  -0.478  -0.75
H  1.808  -2.746  -0.473  0.20
H  -1.745  0.427  1.665  0.30
C  1.497  -0.653  -0.469  0.58

---

The evaluated relative energy (zero: lowest compared OMol25 entry of this formula, charge and spin) for the records listed, in turn: 5.106; 1.003 eV.
The evaluated HOMO-LUMO gap for the records listed, in turn: 0.3327; 0.3901 Ha.